# C22H25N7OS2Tl

A molecular structure, C22H25N7OS2Tl (ωB97M-V with the def2-TZVPD basis set, the OMol25 dataset).

Element x y z (Å)
H -0.914 -0.963 6.921
C -1.783 1.822 4.400
N -1.362 -5.111 0.653
C -1.158 -0.178 6.214
C -1.266 -6.307 0.093
H -3.133 -0.756 -1.385
C -0.199 -4.450 0.925
S -0.270 -2.898 1.680
H -3.690 0.140 3.363
H -2.112 5.483 -1.497
H -5.693 -0.431 2.028
N 1.057 0.433 2.751
C 2.456 -6.761 -0.140
C -3.308 -0.534 -0.336
H 4.165 0.230 2.821
N 1.020 -5.016 0.701
H -1.790 1.516 -2.319
C -1.946 2.048 5.764
C -1.301 0.605 3.936
C -0.064 -6.924 -0.212
C -4.722 -0.360 1.552
C -1.721 4.898 -2.329
C -0.027 4.271 -0.034
C -1.141 0.333 2.471
H 2.980 0.133 4.062
N -2.236 -0.202 0.369
O -0.284 2.030 -0.698
C -4.582 -0.619 0.197
N -1.435 3.526 -1.945
H -2.958 2.629 -3.064
C 1.079 -6.213 0.135
Tl 0.274 -0.815 -0.450
H -1.331 2.435 -3.756
H -0.848 5.413 -2.738
C -1.632 1.048 6.673
H 1.060 4.196 -0.083
C -2.356 0.038 1.678
H -0.018 -7.897 -0.685
C 2.265 0.432 2.196
N 3.251 0.476 3.153
C -1.905 2.468 -2.825
H -0.616 -1.347 4.479
S 2.751 0.489 0.555
C -0.590 3.185 -0.921
H -0.333 5.285 -0.278
H -0.312 4.036 0.991
H -2.486 4.879 -3.102
H 2.822 -6.400 -1.105
H 3.144 -6.409 0.628
H -2.208 -6.806 -0.128
H -5.425 -0.898 -0.421
H 2.452 -7.852 -0.163
H -1.758 1.220 7.736
C -0.989 -0.399 4.855
H -2.316 3.004 6.116
C -3.607 -0.035 2.300
H -2.029 2.601 3.686
N 0.023 0.241 1.924

Results
Net charge: -1
Gap between HOMO and LUMO (eV): 6.02
2S+1: 1
E_HOMO (eV): -3.6
Maximum force (eV Å⁻¹): 0.603

These are the Mulliken partial charges, in e, on atoms 1 to 5: number 1, H, carries 0.396; number 2, C, carries 0.306; number 3, N, carries -0.551; number 4, C, carries -0.743; number 5, C, carries -0.141

---

# C17H22N4O3V

A molecular structure, C17H22N4O3V (ωB97M-V with the def2-TZVPD basis set, the OMol25 dataset).

Element x y z (Å)
H -4.205 -0.915 -4.162
H -2.789 -1.313 -5.186
H 0.329 -3.251 -1.903
H 1.287 -1.963 -2.686
C 0.180 3.098 0.833
H 1.780 -3.679 -2.858
C -2.391 -1.216 -3.142
C 1.343 -2.940 -2.183
C 3.899 0.709 -0.742
C -3.051 0.598 5.578
O 0.788 -1.529 0.041
H 4.498 1.686 0.998
H -3.097 2.141 -1.007
C 3.610 -3.327 -1.151
C -2.191 2.430 -0.486
H -2.754 -0.237 6.226
H 4.216 -2.463 -1.460
H -2.148 1.108 5.214
C 1.881 -2.149 0.034
H -0.970 2.181 -2.236
C -1.526 -0.613 0.747
V -0.759 1.430 0.447
C -3.831 0.131 4.437
H -3.667 1.278 6.192
H 1.104 3.261 1.361
O 0.961 -0.427 2.499
O -2.121 -1.594 0.796
C -2.213 2.663 0.905
N 2.221 -2.904 -1.013
C 0.453 -0.189 1.475
H 5.200 2.351 -0.515
N -1.621 -1.030 -2.292
H 2.630 -2.090 0.858
H 3.483 2.670 -0.131
H 1.160 2.677 -1.059
H -1.012 3.095 2.652
H -3.561 -2.598 -4.192
H -3.133 2.498 1.455
H 3.971 -3.688 -0.178
C -1.025 3.016 1.563
C -0.987 2.474 -1.190
N -4.406 -0.170 3.474
N 3.638 -0.288 -1.276
C 4.292 1.929 -0.058
C -3.299 -1.529 -4.235
H 3.633 -4.122 -1.897
C 0.200 2.800 -0.545

Results
Net charge: +4
Gap between HOMO and LUMO (alpha / beta) (eV): 2.86 / 2.89
2S+1: 2
E_HOMO (alpha / beta) (eV): -20.9 / -20.9
Maximum force (eV Å⁻¹): 13.297

These are the Mulliken partial charges, in e, on atoms 1 to 5: number 1, H, carries 0.316; number 2, H, carries 0.325; number 3, H, carries 0.333; number 4, H, carries 0.320; number 5, C, carries -0.215

---

# C5H8O2

2 unconnected molecules or ions with the total composition C5H8O2 (ωB97M-V with the def2-TZVPD basis set, the OMol25 dataset).

Element x y z (Å)
H -0.052 -1.708 1.397
H 1.733 0.635 1.389
O -2.423 -0.138 0.655
H -1.070 -1.879 -0.889
C -0.245 1.199 0.522
H -0.381 2.265 0.380
H 0.124 -0.674 -1.587
O 2.382 0.666 -1.122
C 0.742 0.435 1.000
C -1.120 -0.017 0.223
H -2.984 0.313 0.012
C 0.016 -0.870 0.715
H 2.238 -0.281 -1.026
H 1.509 1.039 -0.940
C -0.470 -0.983 -0.728

Results
Net charge: 0
Gap between HOMO and LUMO (eV): 9.59
Relative energy (zero: lowest compared OMol25 entry of this formula, charge and spin) (kcal/mol): 84.2
SMILES: O[C@@]12C=C[C@@H]1C2.O
2S+1: 1
E_HOMO (eV): -8.8
Maximum force (eV Å⁻¹): 0.484

These are the Mulliken partial charges, in e, on atoms 1 to 5: number 1, H, carries 0.386; number 2, H, carries 0.354; number 3, O, carries -0.506; number 4, H, carries 0.242; number 5, C, carries -0.522

---

# C27H63N3O3

6 unconnected molecules or ions with the total composition C27H63N3O3 (ωB97M-V with the def2-TZVPD basis set, the OMol25 dataset).

Element x y z (Å)
C 1.398 1.331 6.484
H 0.790 -2.259 -4.388
N 0.661 2.593 -4.826
H 3.250 -0.515 0.132
C -2.127 -3.376 -2.307
H -4.240 -1.843 4.682
C -0.371 3.441 -4.202
N -2.285 -2.340 4.277
H -0.065 -1.953 -1.455
H 4.577 -0.381 -1.022
H 2.973 2.688 6.123
H -1.169 2.806 -3.817
H -1.394 -0.416 3.978
H -0.069 2.581 -6.806
H -2.569 -0.679 -1.561
H -0.019 -0.090 5.871
H -1.683 1.309 -5.314
H 0.779 0.628 4.548
H 1.950 4.969 -3.742
H -3.589 -1.561 6.701
C -0.238 -1.819 -2.530
H -4.362 -4.162 5.024
C -2.515 -1.436 6.585
H -0.852 -2.586 5.746
O 0.161 0.472 0.722
C -0.131 -2.058 3.173
C 0.233 1.883 -6.007
H 0.113 3.828 -3.306
C 4.334 -0.547 0.031
H 1.938 1.804 -1.408
C 2.779 1.626 5.945
H 2.512 3.463 -2.922
H -2.017 -0.168 -3.097
H 0.533 2.828 -1.193
C 0.913 1.815 -1.031
H 6.378 1.872 -0.112
C -1.941 -2.533 5.670
H 2.652 2.476 -5.313
C -2.086 -3.511 -0.772
H 6.987 0.221 -0.404
H 1.690 -2.672 -2.871
C -4.165 -3.896 3.975
N -1.622 -2.137 -2.852
H 1.957 3.894 -5.931
H -0.533 1.530 5.370
C -1.464 -1.396 3.500
H -4.508 -1.916 -2.512
H -4.491 -0.263 -3.141
H -2.282 -0.461 6.157
H 4.651 -1.546 0.337
H -3.907 -2.031 2.943
C -2.536 -1.004 -2.616
H 0.001 5.082 -5.602
C 0.772 1.477 0.414
H -0.304 -3.087 2.872
H -1.170 0.414 -6.716
H -1.356 5.302 -4.555
H -2.245 -3.516 6.044
H 1.079 1.380 -6.491
H -1.506 4.217 -5.948
H -1.628 -4.258 -2.725
C 6.493 0.876 0.317
C -0.839 4.548 -5.156
H -5.131 -4.020 3.482
H -1.089 -3.304 -0.386
C 0.719 -2.659 -3.375
O 1.181 1.350 7.668
C 0.328 0.882 5.509
C -3.957 -1.215 -3.130
H -2.810 -2.823 -0.317
H 0.850 3.384 1.429
H -2.413 -4.457 -0.333
H 0.477 -3.712 -3.536
H -2.008 -1.305 2.559
O 4.744 0.926 1.878
H -3.147 -3.527 -2.654
H 7.186 0.888 1.158
H -3.894 -1.534 -4.172
C 5.128 0.465 0.824
C -3.715 -2.440 3.932
H 0.448 -1.479 2.449
H -0.046 -0.771 -2.754
H -0.570 -0.008 -5.083
H 2.877 1.448 4.876
H 0.533 -2.097 4.046
C 1.932 3.254 -5.029
H 0.360 1.110 -1.646
H -2.057 -1.457 7.577
H 2.332 2.413 1.613
C 2.503 4.038 -3.848
H 3.558 4.225 -4.051
C 1.244 2.371 1.529
H -3.446 -4.663 3.696
H 3.572 1.077 6.450
H 0.853 1.895 2.426
C -0.818 0.806 -5.762

Results
Net charge: 0
Gap between HOMO and LUMO (eV): 8.01
Relative energy (zero: lowest compared OMol25 entry of this formula, charge and spin) (kcal/mol): 20.2
SMILES: CCN(CC)CC.CCN(CC)CC.CCN(CC)CC.CC(C)=O.CC(C)=O.CC(C)=O
2S+1: 1
E_HOMO (eV): -7.6
Maximum force (eV Å⁻¹): 1.674

These are the Mulliken partial charges, in e, on atoms 1 to 5: number 1, C, carries 0.395; number 2, H, carries 0.276; number 3, N, carries 0.485; number 4, H, carries 0.057; number 5, C, carries -0.843

---

# C8H8F3N2O2Se3TeZn

A molecular structure, C8H8F3N2O2Se3TeZn (ωB97M-V with the def2-TZVPD basis set, the OMol25 dataset).

Element x y z (Å)
C 1.287 -0.262 -0.270
H -1.385 -2.016 3.068
F 3.795 3.772 -0.310
H 1.183 -1.339 -0.296
C -0.673 -2.695 1.136
H 1.381 3.541 -0.180
N 0.147 0.419 -0.163
N -2.149 -0.739 1.527
F 4.598 2.126 -1.452
H -0.749 2.259 -0.103
O -0.796 -2.472 -0.109
O 0.190 -3.385 1.669
C 0.203 1.744 -0.145
Te -4.732 -2.005 -3.066
Se -1.518 -0.078 -2.847
H 3.427 -0.232 -0.429
Se -3.615 0.072 -3.907
C 3.898 2.432 -0.344
C -1.754 -2.053 2.042
F 4.676 2.080 0.702
H -3.096 -0.502 1.800
H -1.526 -0.009 1.848
Zn -2.102 -1.059 -0.692
C 2.525 0.357 -0.343
Se -4.546 -1.451 -0.639
H -2.625 -2.711 2.005
C 1.387 2.462 -0.203
C 2.570 1.744 -0.297

Results
Net charge: -1
Gap between HOMO and LUMO (eV): 6.40
Relative energy (zero: lowest compared OMol25 entry of this formula, charge and spin) (kcal/mol): 5.0
2S+1: 1
E_HOMO (eV): -4.1
Maximum force (eV Å⁻¹): 0.610

These are the Mulliken partial charges, in e, on atoms 1 to 5: number 1, C, carries -0.262; number 2, H, carries 0.313; number 3, F, carries -0.289; number 4, H, carries 0.532; number 5, C, carries 0.684

---

# C5H15N3

A single C5H15N3 molecule (ωB97M-V with the def2-TZVPD basis set, the OMol25 dataset).

Element x y z (Å)
H -0.734 -0.862 2.348
H -2.587 1.970 -0.050
C 0.032 0.019 -0.858
C 2.094 1.071 -0.045
H -2.673 0.066 1.389
H 3.226 -1.123 -0.999
H 1.601 2.044 -0.152
H 1.763 -1.917 -1.548
C -0.667 0.115 0.538
H 2.041 0.767 1.005
H -0.324 -1.829 1.094
H -0.339 0.850 -1.471
N -0.184 -0.902 1.492
C 2.150 -1.210 -0.805
H -2.479 -0.969 -0.025
C -2.212 0.007 0.395
H 2.023 -1.648 0.189
N 1.506 0.089 -0.949
H -0.443 1.097 0.973
H -0.318 -0.886 -1.373
H -3.821 0.968 -0.418
N -2.805 1.052 -0.437
H 3.150 1.229 -0.293

Results
Net charge: 0
Gap between HOMO and LUMO (eV): 9.03
Relative energy (zero: lowest compared OMol25 entry of this formula, charge and spin) (kcal/mol): 27.1
SMILES: CN(C)C[C@H](N)CN
2S+1: 1
E_HOMO (eV): -8.0
Maximum force (eV Å⁻¹): 0.632

These are the Mulliken partial charges, in e, on atoms 1 to 5: number 1, H, carries 0.282; number 2, H, carries 0.214; number 3, C, carries -1.237; number 4, C, carries -0.980; number 5, H, carries 0.373

---

# C46H82Cl18NO12

14 unconnected molecules or ions with the total composition C46H82Cl18NO12 (ωB97M-V with the def2-TZVPD basis set, the OMol25 dataset).

Element x y z (Å)
H 6.981 -3.204 5.603
H -0.131 8.242 3.976
H -5.577 -6.211 -4.193
O 1.833 7.866 -0.914
Cl -3.792 3.578 -3.354
H 2.582 -8.655 3.502
C 4.064 7.668 -1.807
H -3.649 -6.130 4.665
C 1.021 1.200 1.151
H -3.839 -6.858 -0.600
H -4.548 -3.919 -4.557
H 8.241 0.435 -0.741
C -1.252 1.893 1.414
H -6.566 1.281 5.036
H -1.310 2.327 8.699
H 1.357 3.168 2.105
H 0.970 -7.079 2.220
H -0.718 3.753 9.552
Cl -0.706 5.332 -3.610
C -6.970 5.124 3.477
H -0.815 -8.943 -4.631
H -6.019 -3.135 -4.941
H -6.317 0.192 6.452
H -5.555 -1.655 4.934
H -6.283 6.244 5.173
C 7.080 -2.192 5.208
H 3.517 -7.913 2.227
C -5.617 -3.957 -4.349
H 1.207 0.890 2.179
H -2.259 1.722 1.032
H -2.204 -8.042 -4.080
H 6.720 3.762 -1.956
H -0.517 1.303 -1.102
C -0.169 -0.883 -1.236
Cl -0.453 10.521 2.080
Cl 3.920 -7.102 4.472
H 4.261 -0.637 -7.927
C -1.870 -8.759 -4.830
H -5.313 4.715 4.868
H -0.106 -1.859 -3.129
H 1.439 8.566 3.330
H 1.291 3.983 8.070
O -1.992 -8.415 -6.226
H 0.901 -1.043 -1.104
C 3.718 -1.707 -6.205
H -7.305 5.979 2.889
H 9.323 1.661 -0.375
C 0.244 10.403 3.698
Cl 8.793 -1.946 4.794
C 7.152 3.073 0.052
H 3.439 2.243 -2.307
C 5.015 8.123 -2.686
Cl -5.377 -0.441 2.885
H -1.592 -1.124 1.431
H 5.009 0.028 -6.435
N -0.448 0.653 0.954
O 7.491 1.818 0.691
H -7.116 -0.837 4.347
C 2.737 8.300 -1.635
H 3.411 10.841 -3.973
C -6.037 -0.784 4.491
H 6.381 -1.128 3.434
C 2.933 -7.696 3.121
C -2.322 6.022 -3.135
C -6.177 -5.430 -4.660
Cl -1.657 4.413 7.545
C -5.106 -7.958 0.676
C -4.178 -7.016 0.413
H 6.741 7.969 -3.560
C 4.101 -0.378 -6.881
H 1.178 10.963 3.729
C 4.425 2.694 -2.415
H -1.354 1.952 2.498
H 1.514 3.346 0.460
O -2.495 -5.528 1.177
H 1.743 0.862 0.408
H -1.157 -10.506 -6.826
O 6.301 7.627 -2.779
Cl 2.564 -5.235 1.988
H -0.138 -0.060 -3.280
H 6.864 -1.508 6.028
C -4.871 -7.446 3.039
H 4.287 6.830 -1.164
Cl 1.223 8.958 5.684
H -0.187 -7.438 -6.332
H 6.244 3.509 0.470
Cl 2.890 0.920 -6.848
C -3.432 -6.282 1.470
H -3.232 5.105 -5.010
H -2.394 -10.267 -3.388
C 0.699 3.075 8.182
H -0.626 -1.774 -0.805
H -3.553 -10.132 -4.655
C -0.664 -0.639 1.734
O 1.441 10.223 -2.331
C -5.626 -8.238 2.020
C -5.821 5.580 4.442
H -7.866 4.765 3.984
Cl 4.492 -1.621 4.828
C -0.532 -0.929 -2.753
C -0.521 3.073 0.995
H -6.341 -9.235 -0.197
C 2.612 9.541 -2.456
H -1.359 -6.914 -7.611
O -5.619 -8.636 -0.398
H -7.173 -5.519 -4.227
C -5.979 0.463 5.452
Cl -4.254 0.819 5.657
H -2.444 5.856 -2.065
H -2.323 7.089 -3.358
C -0.753 0.387 -0.561
O -3.242 -5.919 3.822
C -0.760 3.260 8.580
H -2.524 -11.573 -6.954
H 0.191 -1.260 1.466
O -1.742 -11.234 -4.963
H -0.960 -12.259 -6.513
O 5.246 2.472 -1.269
H -4.416 5.780 -3.885
O -6.552 -8.940 2.321
H -0.585 -0.417 2.798
O 5.585 9.596 -4.482
C 4.825 9.320 -3.591
H 1.000 9.802 -1.589
C 6.057 -1.917 4.113
C 0.692 8.955 4.023
C -2.480 -10.127 -4.466
H 3.582 -1.596 -5.130
C -3.468 5.246 -3.955
H -0.778 3.939 1.605
H -0.330 10.879 4.493
H 4.316 3.762 -2.603
H -5.178 -7.584 4.065
C -1.232 -7.254 -6.583
C 3.576 9.975 -3.349
H -1.843 0.405 -0.594
H 7.351 2.173 -1.859
H -1.518 -6.418 -5.946
Cl 0.847 2.221 6.619
Cl 2.243 -2.478 -6.834
H 1.364 -6.135 3.618
Cl -4.458 6.420 3.580
C 0.942 2.763 1.182
C 8.523 1.084 0.088
H 4.506 -2.454 -6.301
Cl -6.197 -5.712 -6.408
C 1.811 -6.669 2.779
C 6.645 2.845 -1.371
H 8.862 0.383 0.851
H -0.673 3.249 -0.070
C -1.611 -11.394 -6.387
H 1.252 2.504 8.927
H 7.982 3.768 0.184
Cl -6.311 4.177 2.075
H 6.084 -2.855 3.557
C -3.907 -6.569 2.770
H 4.940 2.261 -3.273
H -1.599 -0.947 -2.973
Cl -5.835 -3.506 -2.665

Results
Net charge: +1
Gap between HOMO and LUMO (eV): 7.28
2S+1: 1
E_HOMO (eV): -10.7
Maximum force (eV Å⁻¹): 4.720

These are the Mulliken partial charges, in e, on atoms 1 to 5: number 1, H, carries 0.307; number 2, H, carries 0.248; number 3, H, carries 0.216; number 4, O, carries -0.647; number 5, Cl, carries -0.173

---

# C23H36N4O5SSi2Sn

A molecular structure, C23H36N4O5SSi2Sn (ωB97M-V with the def2-TZVPD basis set, the OMol25 dataset).

Element x y z (Å)
H 1.368 -5.890 -0.087
H -1.280 -1.459 2.924
O 2.825 2.493 2.525
C -2.733 -1.433 -2.987
H -1.695 -1.742 0.484
H -3.291 2.881 1.502
H -1.183 -4.021 -2.976
H 5.410 2.007 -2.862
N -1.766 2.130 0.296
H -0.180 0.728 2.128
H 3.215 -1.987 -0.866
H 2.800 -1.919 1.803
H -3.689 -1.165 2.127
H -0.663 1.092 4.996
H 4.722 2.045 1.354
C 1.149 -3.805 0.049
C -3.527 0.826 1.441
C -0.929 0.752 2.967
N -4.008 2.601 -1.961
H 1.072 -0.957 -3.569
H 6.387 1.852 -0.529
Si -1.077 -1.124 -2.369
H 3.582 -0.255 -0.799
C 3.458 2.217 -2.218
H 2.448 -0.860 -2.064
Sn -0.480 0.655 -0.752
H -4.340 0.869 2.219
O -4.884 2.727 -2.839
H -2.953 -2.472 -3.405
H -1.112 2.842 0.386
H -2.329 -0.553 3.898
C 4.811 2.033 -1.970
C 2.540 2.401 -1.156
N -0.067 0.919 4.169
C 2.762 -1.003 -0.999
Si 1.297 -0.972 0.126
H -4.091 0.764 0.575
H -0.140 -1.618 -4.610
C -0.592 -3.929 -2.087
C 0.061 -0.834 -3.804
H 1.198 -1.766 2.603
C 0.527 -2.600 -0.406
C 1.891 -1.227 1.920
H -1.237 2.937 3.060
H 3.131 2.393 -3.277
C -1.787 2.020 2.825
H -0.006 0.170 -4.255
H -2.409 2.587 -0.420
H -2.495 1.858 3.695
H 2.224 -0.303 2.330
C 5.321 1.944 -0.699
H -3.529 -1.136 -2.269
C 4.399 2.129 0.346
H -0.148 -6.029 -2.136
C -2.636 2.046 1.573
H 0.491 0.024 4.314
C 0.862 -5.030 -0.549
C 0.003 -5.086 -1.620
O -3.774 3.460 -1.071
H -2.923 -0.897 -0.154
N -2.183 -0.853 0.565
C 3.027 2.311 0.157
C 2.188 2.632 1.327
H -2.806 -0.780 -3.846
C -2.860 -0.505 1.818
O -3.233 1.643 -2.043
S 0.838 2.678 -1.692
H 1.918 -3.818 0.758
O 0.988 2.872 1.313
C -1.833 -0.463 2.950
H 2.292 2.630 3.315
C -0.336 -2.678 -1.491

Results
Net charge: 0
Gap between HOMO and LUMO (eV): 8.24
Relative energy (zero: lowest compared OMol25 entry of this formula, charge and spin) (kcal/mol): 33.8
2S+1: 1
E_HOMO (eV): -8.4
Maximum force (eV Å⁻¹): 4.549

These are the Mulliken partial charges, in e, on atoms 1 to 5: number 1, H, carries 0.370; number 2, H, carries 0.260; number 3, O, carries -0.554; number 4, C, carries -1.163; number 5, H, carries 0.239